Entry 1:
The following is a DFT calculation (wB97M-V/def2-TZVPD) of a molecular structure, C34H51DyN5PS2 in a non-equilibrium geometry.

Results
- multiplicity = 6
- energy (Eh) = -3622.8705
- LUMO (spin up / spin down) (Eh) = 0.0010 / 0.0010
- relative energy (zero: lowest compared OMol25 entry of this formula, charge and spin) (kcal per mole) = 0.00
- HOMO (spin up / spin down) (eV) = -6.440 / -6.453

Geometry (Å):
H1 -1.555 1.958 0.843
H2 4.522 -0.725 -3.506
C1 -4.002 1.974 -1.600
H3 -1.459 2.811 -3.687
H4 -4.245 -3.979 0.228
C2 0.676 -3.654 0.431
H5 -4.048 2.210 -2.661
C3 0.766 -2.918 4.141
C4 -0.282 -1.749 1.808
H6 -4.578 2.733 -1.070
H7 -2.224 0.013 2.616
H8 -1.093 1.942 -5.174
C5 -3.718 -3.115 -0.159
C6 0.041 -1.736 4.198
N1 1.514 -1.317 -2.072
H9 0.445 -4.718 0.514
H10 2.181 1.519 4.814
H11 0.059 -3.227 -0.359
H12 -2.071 2.897 -1.387
C7 -4.201 -2.485 -1.309
C8 -2.574 1.898 0.446
C9 1.326 -3.496 5.407
C10 -1.297 0.107 3.179
C11 -1.859 -1.551 0.024
H13 -1.429 -0.599 -5.286
C12 2.451 -1.153 -3.195
Dy1 0.905 0.352 -0.026
H14 -5.346 -4.056 -2.206
C13 3.150 -0.694 2.457
S1 1.754 1.719 2.097
H15 4.305 -2.438 2.836
H16 -0.148 -0.671 -4.077
H17 1.928 5.174 -2.441
H18 3.401 -0.055 6.273
H19 -2.254 -3.170 1.384
N2 -0.760 -1.085 0.642
C14 -1.755 0.661 -3.552
C15 0.625 3.986 -0.700
H20 -0.118 -1.260 5.157
C16 -2.367 -0.900 -1.142
N3 0.735 5.277 -0.736
C17 -3.513 -1.381 -1.775
H21 1.982 -0.525 -3.960
C18 3.339 -0.240 5.208
H22 -0.251 5.499 1.082
H23 -4.480 1.013 -1.429
H24 0.551 -3.564 6.171
S2 3.108 -1.087 0.754
C19 2.655 0.643 4.396
H25 4.531 -2.032 5.252
C20 -1.029 1.896 -4.086
C21 -2.597 -2.671 0.488
P1 -1.462 0.569 -1.694
H26 1.520 -4.428 2.830
H27 2.140 6.638 -1.456
C22 3.958 -1.345 4.645
H28 3.101 2.352 -1.130
H29 -3.158 2.714 0.872
C23 0.949 -3.512 2.904
C24 3.680 1.004 -2.549
C25 0.431 -2.956 1.742
C26 -2.569 1.970 -1.078
N4 0.552 2.832 -0.696
H30 -5.589 -2.470 -2.946
H31 4.083 -0.969 -1.812
H32 2.677 -2.127 -3.657
H33 3.100 1.453 -3.363
H34 1.971 -1.934 -1.393
C27 -1.225 -0.606 -4.215
H35 -1.693 -1.490 -3.781
N5 3.038 1.343 -1.276
C28 2.560 0.452 3.020
H36 -2.825 0.744 -3.769
C29 -0.491 -1.153 3.065
H37 3.604 0.910 -0.528
C30 3.764 -0.511 -2.750
H38 -6.319 -2.841 -1.385
H39 0.692 -1.826 -2.402
H40 1.732 -3.568 0.168
C31 3.847 -1.567 3.287
H41 2.110 -2.840 5.785
H42 0.023 1.862 -3.801
H43 -1.533 0.313 4.221
H44 1.748 -4.484 5.240
H45 0.808 6.850 0.628
H46 -3.873 -0.880 -2.664
H47 -0.759 6.644 -0.189
H48 -0.732 0.958 2.779
H49 0.693 6.455 -2.475
C32 -5.434 -2.990 -2.004
H50 -3.021 0.959 0.769
C33 0.092 6.114 0.253
H51 4.701 1.413 -2.599
C34 1.410 5.920 -1.841

Entry 2:
The following is a DFT calculation (wB97M-V/def2-TZVPD) of 2 unconnected molecules or ions with the total composition C2H4NO2S in a non-equilibrium geometry.

Results
- energy (Eh) = -681.9823
- total charge = -1
- LUMO (spin up / spin down) (Eh) = 0.1446 / 0.1448
- relative energy (zero: lowest compared OMol25 entry of this formula, charge and spin) (kcal per mole) = 66.39
- HOMO (spin up / spin down) (eV) = -2.244 / -2.295

Geometry (Å):
C1 -0.432 -1.336 1.198
H1 0.821 0.101 -0.552
C2 -0.141 0.543 -0.228
N1 -0.888 -0.290 0.694
H2 -0.754 0.738 -1.113
O1 -0.939 -3.499 3.857
H3 0.591 -1.723 0.973
S1 -1.963 -2.639 3.228
H4 0.068 1.504 0.255
O2 -2.456 -1.582 4.126

Entry 3:
The following is a DFT calculation (wB97M-V/def2-TZVPD) of a molecular structure, C34H25MnN6O5 in a non-equilibrium geometry.

Results
- multiplicity = 6
- energy (Eh) = -3166.1183
- total charge = +1
- LUMO (spin up / spin down) (Eh) = -0.1157 / -0.2115
- relative energy (zero: lowest compared OMol25 entry of this formula, charge and spin) (kcal per mole) = 42.47
- HOMO (spin up / spin down) (eV) = -8.339 / -11.057

Geometry (Å):
C1 -1.489 2.800 0.503
C2 -5.035 -1.571 0.020
C3 -2.447 -1.912 0.933
H1 -2.989 -3.971 1.192
C4 1.993 0.982 -3.279
H2 1.988 -3.945 -4.066
H3 4.547 0.352 2.415
H4 1.523 0.258 6.064
C5 -5.469 -4.060 0.323
Mn1 0.026 0.579 0.400
O1 0.372 -1.417 0.113
C6 1.197 0.285 5.033
C7 -0.112 -2.422 -1.905
C8 3.897 0.751 -0.874
C9 -0.306 1.011 -3.927
H5 -7.050 -2.976 0.524
H6 -1.135 -2.140 -1.703
H7 1.025 5.702 0.611
H8 -1.564 0.187 3.094
O2 -6.805 -3.892 0.348
N1 1.903 0.758 0.380
C10 1.036 1.043 -4.276
H9 4.444 0.784 -1.809
C11 -4.617 -2.833 0.426
C12 1.588 0.903 -1.957
N2 0.361 0.377 2.395
H10 -0.429 -3.376 -3.776
C13 1.678 0.440 2.704
N3 -0.142 2.556 0.568
H11 -1.667 0.862 -2.264
O3 6.576 0.143 -0.909
C14 -2.371 1.701 0.488
C15 4.614 0.576 0.302
H12 -6.036 -1.409 -0.362
C16 -1.082 5.173 0.505
H13 -4.512 0.455 -0.350
C17 2.536 -3.068 -2.184
N4 0.777 -2.075 -0.959
H14 3.589 -3.306 -2.249
H15 1.330 1.119 -5.315
C18 6.197 0.399 0.240
H16 -0.904 0.120 5.485
C19 2.125 0.395 4.009
C20 0.297 4.905 0.572
O4 6.721 0.539 1.346
N5 -1.927 0.414 0.481
C21 -0.524 0.252 3.387
C22 -3.311 -2.986 0.879
H17 3.185 0.451 4.219
H18 2.710 -2.082 -0.254
H19 -1.449 -2.040 1.323
C23 -0.634 0.907 -2.590
H20 3.049 0.994 -3.513
C24 -4.164 -0.493 0.035
C25 -1.967 4.132 0.470
C26 2.523 0.826 -0.814
O5 -4.999 -5.154 0.205
C27 2.079 -2.395 -1.073
C28 0.707 3.596 0.595
C29 -2.848 -0.645 0.486
H21 -1.082 1.065 -4.676
H22 1.762 3.353 0.642
C30 0.303 -3.100 -3.030
C31 3.953 0.495 1.521
C32 2.575 0.574 1.531
H23 -3.035 4.302 0.415
N6 0.283 0.852 -1.620
H24 -3.430 1.919 0.535
C33 -0.150 0.208 4.716
C34 1.644 -3.421 -3.185
H25 -1.434 6.195 0.485